(1)
{"formula": "C2H4NO3P", "method": "ωB97M-V/def2-TZVPD", "largest_force_ha_per_bohr": 0.048, "smiles": "[O-]N1C[C@@H]1P([O-])O", "e_above_lowest_ev": 4.824, "e_lumo_ha": 0.2798, "charge": -2, "energy_ha": -700.285004, "molar_mass_g_mol": 121.032, "elements": ["P", "O", "O", "O", "N", "C", "C", "H", "H", "H", "H"], "xyz": [[0.65284, -0.60804, 1.41599], [2.15573, 0.24284, 1.11651], [0.02458, 1.41432, -1.91843], [1.01793, -2.07639, 1.53491], [-0.28793, 1.13768, -0.61125], [-0.15729, -0.31738, -0.21403], [-1.45660, 0.26628, -0.42190], [1.86739, 1.11875, 0.67539], [-1.97876, 0.19048, 0.49481], [-1.95909, -0.26968, -1.20763], [0.12121, -1.09886, -0.86438]], "lowdin_charge": [0.44, -0.45, -0.48, -0.63, -0.28, -0.50, -0.29, 0.03, 0.03, 0.07, 0.06]}



(2)
{"formula": "C2H4NO3P", "method": "ωB97M-V/def2-TZVPD", "largest_force_ha_per_bohr": 0.086, "smiles": "O=C1CN[P@@H](=O)O1", "e_above_lowest_ev": 0.742, "e_lumo_ha": 0.0147, "energy_ha": -700.475508, "molar_mass_g_mol": 121.032, "elements": ["P", "O", "O", "O", "N", "C", "C", "H", "H", "H", "H"], "xyz": [[-1.23754, -0.74532, -0.33204], [-1.09118, 0.87280, -0.36536], [0.25411, 2.50856, 0.11389], [-2.42805, -1.18713, 0.36400], [0.27562, -0.89484, 0.50507], [1.10700, 0.28440, 0.38500], [0.02297, 1.34331, 0.13165], [0.74022, -1.92502, 0.50355], [-1.27478, -1.01742, -1.73181], [1.72925, 0.24567, -0.68966], [1.90240, 0.51501, 1.11571]], "lowdin_charge": [0.59, -0.07, 0.14, -0.30, -0.16, -0.16, -0.58, 0.17, 0.07, 0.17, 0.13]}



(3)
{"formula": "C2H4NO4", "method": "ωB97M-V/def2-TZVPD", "largest_force_ha_per_bohr": 0.026, "e_above_lowest_ev": 0.000, "e_lumo_ha": [0.0056, -0.1519], "multiplicity": 2, "energy_ha": -434.282154, "molar_mass_g_mol": 106.057, "elements": ["O", "O", "O", "O", "N", "C", "C", "H", "H", "H", "H"], "xyz": [[1.87353, -0.67089, 0.21806], [2.15623, -0.28203, 2.40744], [-2.12429, -0.34490, -1.84277], [-0.06040, 0.11054, -1.28972], [-1.75641, 0.99203, -0.08387], [1.47489, -0.34306, 1.43378], [-1.24957, 0.24610, -1.09912], [-1.28005, 1.86058, 0.10111], [0.38387, -0.14019, 1.48379], [1.17340, -0.42739, -0.41474], [-2.76954, 1.04393, -0.07792]], "lowdin_charge": [0.08, 0.07, 0.27, 0.11, 0.20, -0.44, -0.70, 0.13, 0.13, 0.03, 0.12]}



(4)
{"formula": "C2H4NO4S2", "method": "ωB97M-V/def2-TZVPD", "largest_force_ha_per_bohr": 0.052, "e_above_lowest_ev": 1.943, "e_lumo_ha": 0.1147, "charge": -1, "energy_ha": -1230.633362, "molar_mass_g_mol": 170.191, "elements": ["S", "S", "O", "O", "O", "O", "N", "C", "C", "H", "H", "H", "H"], "xyz": [[0.84636, -0.76223, -0.52984], [0.42217, 1.91104, -0.27124], [0.48424, 2.92696, 0.75445], [-0.85387, 1.79714, -0.92962], [1.98813, -1.61148, -0.24737], [0.60323, -0.52799, -1.92982], [0.98710, 0.56079, 0.36941], [-0.62233, -1.56551, 0.07830], [-1.26013, -1.01090, 1.15624], [-2.25406, -0.59027, 1.02989], [-0.93347, -2.48985, -0.39232], [-0.73569, -0.95363, 2.10133], [1.32832, 2.31595, -1.18940]], "lowdin_charge": [0.44, 0.47, -0.41, -0.39, -0.38, -0.34, -0.37, -0.23, -0.04, 0.06, 0.08, 0.06, 0.05]}



(5)
{"formula": "C2H4NO5", "method": "ωB97M-V/def2-TZVPD", "largest_force_ha_per_bohr": 0.089, "e_above_lowest_ev": 3.310, "e_lumo_ha": 0.1321, "charge": -1, "energy_ha": -509.603330, "molar_mass_g_mol": 122.056, "elements": ["O", "O", "O", "O", "O", "N", "C", "C", "H", "H", "H", "H"], "xyz": [[0.20165, 0.38685, 1.79263], [1.23288, -1.81908, -0.62223], [-0.80339, 2.13266, 0.69146], [-0.55117, -2.56503, -1.88281], [0.90617, 1.09092, -0.29262], [-1.02923, -0.21365, 0.05194], [0.25964, -2.00258, -1.24537], [-0.27078, 0.78887, 0.55083], [1.34775, 0.24498, -0.60705], [0.33766, -0.65249, 1.75006], [-1.57285, -0.02750, -0.83805], [-0.05833, 2.63605, 0.65122]], "lowdin_charge": [-0.06, 0.12, 0.01, 0.13, -0.10, -0.01, -0.47, -0.86, 0.06, 0.14, 0.03, 0.00]}



(6)
{"formula": "C2H4NOP", "method": "ωB97M-V/def2-TZVPD", "largest_force_ha_per_bohr": 0.087, "e_above_lowest_ev": 2.701, "e_lumo_ha": [0.0026, 0.0025], "energy_ha": -549.841341, "molar_mass_g_mol": 89.034, "elements": ["P", "O", "N", "C", "C", "H", "H", "H", "H"], "xyz": [[0.96224, -1.02621, -0.20258], [-0.54273, -1.12442, 0.48906], [1.74565, 0.34060, 0.13185], [-1.63956, -0.52514, -0.14506], [2.26615, 1.44874, -0.02227], [3.08102, 1.97571, 0.40160], [-1.58092, 0.51821, -0.27566], [-1.77854, -0.99001, -1.06485], [-2.51331, -0.61747, 0.68789]], "lowdin_charge": [0.85, -0.53, -0.38, -0.20, 0.01, 0.02, 0.05, 0.04, 0.14]}



(7)
{"formula": "C2H4NOP", "method": "ωB97M-V/def2-TZVPD", "largest_force_ha_per_bohr": 0.017, "e_above_lowest_ev": 2.493, "e_lumo_ha": [-0.0436, -0.0101], "energy_ha": -549.848986, "molar_mass_g_mol": 89.034, "elements": ["P", "O", "N", "C", "C", "H", "H", "H", "H"], "xyz": [[1.16935, 0.49406, 0.80272], [0.07633, 1.70288, 1.04188], [-0.07936, -1.36525, 2.65545], [0.39662, -0.62416, 1.91750], [-0.40790, -0.63692, -1.66258], [0.15001, 2.43674, 0.43273], [-1.38211, -0.48085, -1.25425], [0.03223, 0.08199, -2.32407], [0.04484, -1.60848, -1.60937]], "lowdin_charge": [0.84, -0.40, 0.08, -0.53, 0.04, 0.03, -0.02, -0.03, -0.02]}



(8)
{"formula": "C2H4NP", "method": "ωB97M-V/def2-TZVPD", "largest_force_ha_per_bohr": 0.115, "smiles": "C=[PH]=C=N", "e_above_lowest_ev": 3.657, "e_lumo_ha": [-0.0018, 0.0079], "energy_ha": -474.539299, "molar_mass_g_mol": 73.035, "elements": ["P", "N", "C", "C", "H", "H", "H", "H"], "xyz": [[-1.07137, -0.78061, 0.00925], [1.66509, -0.62561, -0.27013], [-0.73617, 0.84925, -0.24475], [0.68675, -0.88591, 0.41036], [-0.26768, 1.07884, -1.18310], [-1.09011, 1.66680, 0.36486], [-1.76820, -0.58740, 1.27118], [2.58167, -0.71536, -0.35768]], "lowdin_charge": [0.74, 0.08, -0.42, -0.36, 0.00, 0.00, -0.04, 0.01]}



(9)
{"formula": "C2H4NP", "method": "ωB97M-V/def2-TZVPD", "largest_force_ha_per_bohr": 0.138, "e_above_lowest_ev": 2.064, "e_lumo_ha": -0.0153, "energy_ha": -474.597833, "molar_mass_g_mol": 73.035, "elements": ["P", "N", "C", "C", "H", "H", "H", "H"], "xyz": [[-1.57527, -2.51021, 1.06116], [-1.02154, -1.06412, 0.46835], [-0.49754, 0.14189, 0.00952], [0.85851, 0.48635, -0.32046], [-1.30449, 0.83190, -0.07903], [1.46243, -0.31074, -0.18124], [1.05559, 1.43308, 0.42410], [1.02231, 0.99184, -1.38240]], "lowdin_charge": [0.57, -0.52, -0.29, -0.12, 0.08, 0.02, 0.13, 0.12]}



(10)
{"formula": "C2H4NP", "method": "ωB97M-V/def2-TZVPD", "largest_force_ha_per_bohr": 0.098, "e_above_lowest_ev": 4.301, "e_lumo_ha": -0.0015, "energy_ha": -474.515637, "molar_mass_g_mol": 73.035, "elements": ["P", "N", "C", "C", "H", "H", "H", "H"], "xyz": [[1.12732, -0.51860, 1.02363], [0.06717, 0.04421, -1.27296], [-0.40206, 0.18160, 0.62294], [-1.02778, 0.07279, -0.81771], [-2.10766, 0.03085, -0.83311], [-0.54398, 1.31043, 0.88124], [2.00014, 0.20514, 0.38657], [0.88685, -1.32642, 0.00940]], "lowdin_charge": [0.73, 0.10, -0.41, -0.32, 0.11, 0.08, -0.16, -0.13]}



(11)
{"formula": "C2H4NP", "method": "ωB97M-V/def2-TZVPD", "largest_force_ha_per_bohr": 0.115, "smiles": "CC1=[PH]=N1", "e_above_lowest_ev": 1.218, "e_lumo_ha": 0.0309, "energy_ha": -474.628939, "molar_mass_g_mol": 73.035, "elements": ["P", "N", "C", "C", "H", "H", "H", "H"], "xyz": [[-2.55382, -0.46290, -0.04318], [-1.84550, 1.14014, -0.04034], [-0.86510, 0.29923, -0.19486], [0.53922, 0.35682, -0.32242], [0.79591, 0.20893, -1.44128], [0.94147, 1.40314, 0.01444], [1.01077, -0.57669, -0.00708], [-2.67997, -0.88808, 1.40363]], "lowdin_charge": [0.76, -0.20, -0.64, -0.11, 0.11, 0.13, 0.07, -0.13]}



(12)
{"formula": "C2H4NP", "method": "ωB97M-V/def2-TZVPD", "largest_force_ha_per_bohr": 0.086, "e_above_lowest_ev": 6.263, "e_lumo_ha": [-0.0375, -0.0375], "energy_ha": -474.443524, "molar_mass_g_mol": 73.035, "elements": ["P", "N", "C", "C", "H", "H", "H", "H"], "xyz": [[-1.42629, 0.56555, -0.15974], [-1.59153, -0.81998, 0.37302], [-0.16993, -0.28532, -0.94657], [1.07508, -0.21669, -0.11276], [-2.14931, 1.42234, 0.76565], [1.24288, 0.73975, 0.44767], [1.23029, -0.97454, 0.57258], [1.78882, -0.43111, -0.93986]], "lowdin_charge": [0.64, -0.24, -0.30, -0.25, -0.03, 0.08, 0.04, 0.07]}